{"formula": "C32H50F9NO12P", "method": "ωB97M-V/def2-TZVPD", "species": ["C", "C", "C", "C", "C", "C", "C", "O", "C", "C", "O", "C", "C", "C", "C", "O", "C", "C", "C", "O", "C", "F", "F", "C", "F", "F", "C", "F", "F", "C", "O", "O", "O", "C", "O", "C", "C", "F", "F", "F", "P", "O", "O", "O", "H", "H", "H", "H", "H", "H", "H", "H", "H", "H", "H", "H", "H", "H", "H", "H", "H", "H", "H", "H", "H", "H", "H", "H", "H", "H", "H", "H", "H", "H", "H", "H", "C", "C", "C", "C", "C", "C", "N", "O", "C", "C", "C", "H", "H", "H", "H", "H", "H", "H", "H", "H", "H", "H", "H", "H", "H", "H", "H", "H", "H"], "xyz": [[6.0466, -0.5991, -0.6496], [5.3110, -0.9900, 0.6622], [3.7847, -1.1729, 0.4662], [3.3895, -2.5706, 1.0150], [1.8686, -2.8381, 1.1078], [0.9959, -1.9388, 2.0594], [1.8404, -1.8261, 3.3464], [2.6723, -0.6692, 3.3104], [3.4920, -0.6678, 4.4731], [4.4307, 0.5850, 4.5223], [4.3786, 1.2708, 3.2998], [5.4007, 2.2469, 3.1951], [5.7185, 2.6141, 1.7383], [0.3349, -0.6203, 1.5293], [0.6655, -0.1737, 0.0523], [-0.5352, -0.0560, -0.6974], [-0.2114, 0.0865, -2.0890], [-0.2038, -1.3293, -2.7177], [0.2179, 0.5809, 2.5107], [0.1502, 0.4518, 3.6569], [0.0891, 2.0794, 2.0113], [-0.4555, 2.7768, 2.9993], [-0.7838, 2.2057, 0.9988], [1.4643, 2.7617, 1.6920], [2.4688, 1.8970, 1.6013], [1.7732, 3.5557, 2.7272], [1.4793, 3.6937, 0.4480], [1.1947, 3.0629, -0.6987], [2.7485, 4.1492, 0.3415], [0.5754, 4.9402, 0.5575], [-0.1295, 5.1993, 1.4549], [0.6927, 5.7704, -0.4963], [-1.0904, -0.9164, 1.4282], [-1.4050, -1.7595, 2.4759], [-2.2502, -1.6720, 3.2341], [-0.2753, -2.8581, 2.3098], [-0.8491, -3.7327, 1.1651], [-2.1627, -3.8461, 1.3573], [-0.3460, -4.9545, 1.1248], [-0.7366, -3.2349, -0.0586], [-0.2769, -3.9288, 3.8431], [-1.2954, -4.9701, 3.8110], [-0.5915, -3.0213, 5.1568], [1.1589, -4.7035, 3.9839], [6.0312, -1.4672, -1.3224], [5.6024, 0.2741, -1.1400], [7.1027, -0.4362, -0.3861], [5.5636, -0.3289, 1.4954], [5.7135, -1.9826, 0.9297], [3.5946, -1.2032, -0.6201], [3.1927, -0.3845, 0.9398], [3.9468, -2.8207, 1.9287], [3.7665, -3.2768, 0.2539], [1.5281, -2.8487, 0.0621], [1.7625, -3.8781, 1.4507], [2.4710, -2.7059, 3.5378], [1.2094, -1.6809, 4.2467], [2.7969, -0.6717, 5.3322], [4.1032, -1.5892, 4.4483], [5.4562, 0.2242, 4.7127], [4.0967, 1.1987, 5.3767], [5.1163, 3.1897, 3.7016], [6.3127, 1.8882, 3.7063], [4.8110, 2.7150, 1.1302], [6.3459, 1.8568, 1.2508], [6.2769, 3.5586, 1.7203], [1.2894, -0.8985, -0.4830], [1.1782, 0.7980, 0.0082], [-0.9849, 0.7185, -2.5386], [0.7773, 0.5519, -2.2360], [-1.1282, -1.8054, -2.3697], [-0.1360, -1.3058, -3.8097], [0.6256, -1.9186, -2.2958], [-0.0937, 6.3385, -0.4557], [-0.0229, -3.2940, 5.8939], [0.9422, -5.4296, 4.5960], [-6.5968, -0.5737, -4.8437], [-5.3878, -0.5439, -3.8682], [-5.8292, -0.0812, -2.4690], [-6.0171, 1.4262, -2.3186], [-4.8066, 2.1806, -2.8599], [-4.4878, 1.7927, -4.3067], [-4.3165, 0.3177, -4.4537], [-3.1824, -0.0188, -3.9230], [-5.6053, 2.3165, -5.2280], [-3.2370, 2.5455, -4.7699], [-4.9487, -2.0077, -3.7433], [-6.3233, -0.2252, -5.8396], [-6.9777, -1.5852, -4.9851], [-7.4349, 0.0288, -4.4883], [-5.0836, -0.4006, -1.7332], [-6.7580, -0.5891, -2.1967], [-6.9346, 1.7498, -2.8172], [-6.1482, 1.6670, -1.2607], [-4.9950, 3.2561, -2.7996], [-3.9445, 1.9841, -2.2154], [-5.4232, 2.0298, -6.2657], [-5.6446, 3.4064, -5.1901], [-6.6003, 1.9735, -4.9551], [-2.3716, 2.3539, -4.1353], [-3.4153, 3.6212, -4.7451], [-2.9751, 2.2749, -5.7949], [-4.5814, -2.3964, -4.6954], [-5.7943, -2.6222, -3.4318], [-4.1716, -2.1449, -2.9914]], "s_squared": 0.754, "e_homo_ev": [-8.603, -9.412], "multiplicity": 2}